CH2N2O2 | ωB97M-V/def2-TZVPD

Positions of all 7 atoms, in Å:
C: 1.486 0.451 -0.566
N: 0.281 -0.147 -0.280
N: -0.904 0.309 -0.136
O: 2.272 0.418 -1.422
O: -1.432 -0.041 1.129
H: 0.598 -0.987 0.321
H: -2.301 -0.002 0.955

Properties
E_tot ... -299.106595 Eh
Charge ... 0
ΔE to the lowest compared entry with this formula, charge and spin ... 144.5 kcal/mol
Frontier orbital gap (spin up / spin down) ... 0.2964 / 0.3058 hartree
Largest force on an atom ... 0.11163 Eh/bohr
E_HOMO (spin up / spin down) ... -8.2 / -8.5 eV

Results of the natural (NBO) charge analysis, in e, for atoms 1 through 5:
1 C 0.592
2 N -0.427
3 N -0.013
4 O -0.452
5 O -0.568